No. 1
{
  "formula": "C13H12BrF5O11S2",
  "method": "ωB97M-V/def2-TZVPD",
  "charge": 0,
  "total_energy_ev": -141494.57180,
  "e_lumo_ha": -0.0518,
  "homo_lumo_gap_ev": 9.0,
  "smiles": "O=C(OBr)OC(F)(F)c1cccc(C(F)(F)F)c1.O=S1(=O)OCCO1.O=S1(=O)OCCO1",
  "symbols": ["S", "O", "H", "C", "C", "H", "H", "O", "C", "F", "O", "H", "H", "F", "H", "Br", "H", "O", "O", "C", "F", "H", "C", "H", "C", "O", "C", "C", "C", "C", "O", "O", "H", "O", "C", "F", "O", "H", "F", "C", "O", "H", "S", "C"],
  "coordinates": [[-3.4313, -2.7861, -0.5519], [-5.3439, 2.2039, -3.0040], [-6.9167, 0.8402, -3.0150], [4.0194, -0.7125, 3.5620], [4.8618, 0.5311, 1.0667], [-4.8950, -0.5110, -2.8525], [-5.3390, -0.6808, -4.5686], [-3.6553, 3.1006, -4.5641], [3.0669, -0.6040, 2.4740], [2.2277, -1.0551, -0.5501], [-1.9658, -2.8585, -1.2230], [-0.2198, -1.7497, -0.9989], [6.8614, 0.8273, 2.0625], [3.3960, -0.3287, 5.8125], [2.0252, -0.9880, 2.5677], [2.9881, 4.1839, 1.8089], [-6.4272, 1.4952, -4.5962], [3.5085, 3.1093, 0.4269], [-3.5183, -3.8007, 0.4405], [3.5095, 0.0310, 1.2195], [4.3022, -2.3462, 5.3547], [-1.5294, -0.9762, -1.9239], [3.4886, -1.3537, 4.8884], [6.1136, -0.2718, 4.2358], [2.4065, 0.1467, 0.1049], [1.3692, 3.0028, -0.1564], [5.3739, -0.2090, 3.3995], [-1.2966, -1.6028, -1.0591], [-1.8681, -1.0137, 0.2145], [2.4209, 2.4517, -0.1626], [-4.4008, -2.6367, -1.5887], [-3.2555, -1.3623, 0.1884], [-1.4201, -1.4737, 1.0995], [-2.9631, 2.1575, -2.3594], [-5.0521, 0.0266, -3.7922], [2.2219, -1.8635, 4.7572], [-3.8284, 0.6814, -4.1406], [5.1441, 1.0321, 0.1060], [1.2023, 0.3643, 0.8010], [5.8280, 0.4174, 2.1683], [2.6091, 1.2119, -0.7862], [-1.7426, 0.0662, 0.2653], [-3.8079, 2.1646, -3.5043], [-6.0678, 1.1391, -3.6269]],
  "nbo_charge": [2.534, -0.680, 0.216, -0.059, -0.162, 0.212, 0.213, -0.891, -0.189, -0.313, -0.683, 0.220, 0.240, -0.330, 0.258, 0.403, 0.190, -0.605, -0.888, -0.148, -0.315, 0.198, 0.967, 0.239, 0.909, -0.508, -0.201, -0.105, -0.104, 0.972, -0.910, -0.682, 0.190, -0.898, -0.108, -0.322, -0.685, 0.242, -0.352, -0.214, -0.512, 0.229, 2.532, -0.103]
}



No. 2
{
  "formula": "C13H12Cl4N4PdS2Si",
  "method": "ωB97M-V/def2-TZVPD",
  "charge": 2,
  "total_energy_ev": -102740.29884,
  "e_lumo_ha": [-0.3420, -0.3420],
  "homo_lumo_gap_ev": [3.7, 3.7],
  "symbols": ["H", "H", "H", "C", "Cl", "H", "C", "C", "Si", "C", "Cl", "H", "Cl", "H", "H", "C", "C", "S", "H", "N", "H", "N", "C", "H", "C", "C", "C", "Pd", "C", "Cl", "H", "S", "C", "C", "H", "N", "N"],
  "coordinates": [[2.7807, -0.2215, 4.3609], [3.6603, -0.0275, -2.5732], [1.9315, -0.0320, -2.3573], [1.5049, -0.0072, 2.5771], [-0.6306, 4.0722, -1.9170], [-3.7092, -4.6172, -2.7352], [-3.4505, -1.2817, -2.2262], [-2.3211, -2.5162, -0.4801], [0.3401, 2.8706, -0.6231], [-3.8031, -2.4831, -2.8294], [-1.1645, 2.8559, 1.1666], [-2.3215, -4.6393, -0.6828], [1.9328, 3.7901, 0.2448], [-2.7436, -0.2623, 0.8658], [-4.4128, -2.4625, -3.7207], [-2.6355, -3.7005, -1.1120], [2.4500, -0.0314, 1.5012], [4.6028, -0.0174, 0.1276], [-1.7443, -2.5202, 0.4368], [2.0087, -0.0407, 0.2088], [-3.0604, 0.8148, -0.6145], [2.8614, -0.0324, -1.9591], [3.0012, -0.0377, -0.6405], [-2.4036, 0.5061, 2.6908], [-0.5444, 0.1417, 3.4214], [-2.5898, -0.0829, -0.2070], [3.8307, -0.0250, 1.6371], [-0.4174, 0.6759, 0.1566], [-2.7464, -1.2647, -0.9846], [-3.9573, 0.1877, -2.9540], [4.3978, -0.0106, 2.5460], [0.4272, -0.0115, 4.8929], [-3.4056, -3.6900, -2.2761], [1.8140, -0.0963, 3.9201], [-2.3105, 0.2954, 4.4100], [-1.8639, 0.2506, 3.5069], [0.1628, 0.1202, 2.3191]],
  "nbo_charge": [0.262, 0.432, 0.407, 0.087, -0.240, 0.258, 0.075, -0.095, 1.155, -0.249, -0.301, 0.256, -0.237, 0.226, 0.267, -0.213, 0.099, 0.476, 0.238, -0.574, 0.257, -0.781, 0.283, 0.395, 0.289, -0.218, -0.426, 0.621, -0.174, 0.117, 0.264, 0.470, -0.023, -0.416, 0.431, -0.783, -0.636]
}



No. 3
{
  "formula": "C13H12F3N3O2",
  "method": "ωB97M-V/def2-TZVPD",
  "charge": 0,
  "total_energy_ev": -30392.19595,
  "e_lumo_ha": -0.0059,
  "homo_lumo_gap_ev": 10.6,
  "de_lowest_ev": 1.920,
  "smiles": "N#C[C@@H]1C(=O)NC(=O)[C@H](C#N)[C@]12CCC[C@@H](C(F)(F)F)C2",
  "symbols": ["O", "N", "C", "C", "C", "C", "H", "H", "H", "C", "F", "C", "H", "N", "H", "N", "O", "H", "C", "H", "C", "F", "C", "F", "C", "H", "H", "H", "C", "C", "H", "H", "C"],
  "coordinates": [[0.6961, -2.8607, 3.0366], [-3.1749, -0.8359, 2.0765], [-0.0624, 0.0035, 0.5793], [1.6907, 0.6021, -2.9495], [-2.4386, -0.7966, 1.1574], [1.0444, -0.1155, -0.5927], [-1.6561, -0.7255, -0.8259], [-1.1408, 1.5470, 1.5208], [0.0270, 2.5736, -2.5284], [-0.8972, 2.1769, -0.5574], [2.7830, 1.4566, -2.6244], [-0.3335, 1.5149, 0.7393], [2.0887, 0.1509, -0.2385], [-0.4501, -2.8377, 1.3224], [-0.2874, 0.1617, -2.3810], [-0.3752, 0.2495, 4.3301], [-1.0714, -3.0591, -0.8221], [-1.9113, 1.6812, -0.8258], [0.0192, -0.0192, 3.2335], [1.6379, -0.4666, 1.9204], [0.5939, -0.6150, 1.9605], [2.1913, -0.6461, -3.1273], [0.2681, -2.1135, 2.1646], [1.0837, 0.9748, -4.1050], [0.2268, 2.0228, -1.5938], [-0.3932, -3.8923, 1.4459], [1.1122, 2.4832, -1.0494], [-1.2107, 3.1388, -0.2525], [-1.0373, -2.3477, 0.1940], [-1.3055, -0.8631, 0.1617], [0.4369, 2.0083, 1.3853], [1.2330, -1.1616, -0.8694], [0.6131, 0.6102, -1.8851]],
  "nbo_charge": [-0.556, -0.260, 0.088, 0.997, 0.251, -0.433, 0.285, 0.235, 0.236, -0.396, -0.344, -0.458, 0.239, -0.630, 0.235, -0.253, -0.545, 0.202, 0.255, 0.282, -0.396, -0.319, 0.681, -0.319, -0.410, 0.460, 0.215, 0.236, 0.702, -0.443, 0.245, 0.236, -0.318]
}



No. 4
{
  "formula": "C13H12IrN4O5Se",
  "method": "ωB97M-V/def2-TZVPD",
  "charge": 1,
  "total_energy_ev": -98051.44941,
  "e_lumo_ha": [-0.1320, -0.2289],
  "spin_multiplicity": 5,
  "homo_lumo_gap_ev": [8.5, 6.8],
  "de_lowest_ev": 0.000,
  "symbols": ["H", "C", "C", "H", "Ir", "H", "H", "H", "C", "C", "H", "H", "C", "C", "N", "O", "C", "H", "C", "C", "O", "C", "H", "C", "H", "H", "H", "O", "N", "C", "N", "O", "Se", "O", "N", "C"],
  "coordinates": [[-3.1219, 4.0146, -2.2455], [0.0647, -1.7659, 1.2634], [-1.8304, 3.1846, -0.7391], [-0.0512, -1.2844, -3.1087], [1.0751, -0.1066, -0.9849], [1.2161, 1.7522, 3.3688], [-1.2393, 0.1276, -4.3111], [0.4733, -0.9301, 4.2527], [-0.8637, 2.2394, -0.4997], [-0.3247, -2.4961, 0.0424], [-0.4216, 2.1141, 0.4798], [-1.0675, -4.0896, 1.7777], [-0.7972, -3.0869, 3.3914], [1.0040, -0.1245, 2.3603], [3.9513, -2.2623, 0.1695], [0.4312, -0.4493, -3.2212], [-0.9201, 1.5017, -2.7050], [2.7046, 0.8152, 3.2297], [-0.4022, 0.5659, -3.7707], [1.7837, 1.0905, 2.7143], [0.0508, -1.9181, -1.0797], [3.7573, -1.2644, -0.3772], [-2.2924, 2.4808, -4.0174], [-2.3545, 3.2842, -2.0228], [0.1960, 1.1297, -4.4850], [-2.1713, 3.8234, 0.0638], [2.0490, 1.6276, 1.8066], [-0.9796, -3.5150, 0.0943], [0.7661, -0.5856, 1.1396], [-1.8958, 2.4340, -3.0110], [0.4673, -0.9845, 3.2414], [-1.2719, -4.1313, 2.7471], [3.4472, 0.3252, -1.2492], [-0.9072, -2.9028, 4.5752], [-0.4085, 1.4197, -1.4693], [-0.1170, -2.0326, 2.5796]],
  "nbo_charge": [0.248, -0.022, -0.237, 0.531, 1.344, 0.251, 0.224, 0.464, 0.066, 0.771, 0.218, 0.519, 0.765, 0.429, -0.258, -0.708, 0.213, 0.263, -0.110, -0.670, -0.774, -0.051, 0.246, -0.098, 0.226, 0.252, 0.240, -0.580, -0.569, -0.228, -0.461, -0.635, 0.178, -0.558, -0.538, 0.048]
}



No. 5
{
  "formula": "C13H12N6O4S",
  "method": "ωB97M-V/def2-TZVPD",
  "charge": 0,
  "total_energy_ev": -41632.49333,
  "e_lumo_ha": -0.0166,
  "homo_lumo_gap_ev": 6.9,
  "symbols": ["C", "H", "H", "H", "C", "O", "N", "C", "C", "H", "C", "H", "C", "H", "O", "N", "O", "N", "N", "H", "C", "O", "N", "C", "H", "C", "S", "H", "H", "H", "C", "N", "C", "H", "C", "C"],
  "coordinates": [[-2.2580, 2.7363, 1.1315], [-0.9764, -3.0878, 0.6278], [-2.0608, -0.7501, -0.6872], [-0.9576, -2.7806, -1.1350], [-1.7095, 2.8638, -1.2002], [-0.0539, 0.5185, 2.7719], [-0.2527, 1.6189, -2.2959], [-1.4348, 1.6104, 1.2829], [-0.6881, 1.9155, -1.0139], [3.0323, -2.9282, 1.5082], [3.0325, -3.0330, 0.4212], [1.7382, -3.6357, -1.1549], [1.0255, -0.8704, -0.0312], [4.6366, -1.5803, 0.2149], [-0.8497, 2.5775, -3.1676], [-0.9721, 1.3638, 2.6136], [0.6325, 0.8753, -2.7262], [0.7544, -2.1701, -0.0655], [-3.9151, 5.4497, -0.6091], [3.6600, -3.8900, 0.1581], [-0.6677, -2.4004, -0.1543], [-1.4588, 2.0071, 3.5800], [-1.7908, 3.3463, -2.4883], [-1.3219, -1.0702, 0.0632], [1.1623, -4.0859, 0.4492], [-0.3411, 1.1417, 0.2234], [2.6429, -0.2598, 0.0389], [-1.6745, -0.9080, 1.0894], [0.6046, 1.5212, 0.6962], [-2.6940, 3.1990, 2.0149], [3.6443, -1.7966, -0.2122], [-0.1836, -0.1842, -0.0356], [-2.4516, 3.3807, -0.1058], [3.7353, -1.9195, -1.3028], [1.6570, -3.2972, -0.1174], [-3.2461, 4.5222, -0.3823]],
  "nbo_charge": [-0.059, 0.221, 0.233, 0.214, 0.138, -0.502, 0.381, -0.127, 0.062, 0.230, -0.428, 0.205, 0.404, 0.256, -0.170, 0.486, -0.455, -0.374, -0.331, 0.240, -0.226, -0.443, -0.099, -0.220, 0.224, -0.102, 0.383, 0.236, 0.245, 0.269, -0.501, -0.371, -0.327, 0.232, -0.205, 0.284]
}



No. 6
{
  "formula": "C13H12O",
  "method": "ωB97M-V/def2-TZVPD",
  "charge": 0,
  "total_energy_ev": -15720.32888,
  "e_lumo_ha": 0.0164,
  "homo_lumo_gap_ev": 8.2,
  "de_lowest_ev": 0.509,
  "smiles": "CC1=c2oc3ccccc3c2=C[C@@H]1C",
  "symbols": ["H", "H", "C", "C", "C", "C", "H", "C", "C", "H", "H", "C", "H", "C", "H", "H", "C", "H", "C", "C", "H", "C", "C", "O", "H", "H"],
  "coordinates": [[-0.1694, -3.3808, -2.5497], [-1.7262, 1.9119, 3.3475], [-0.8713, 3.4352, 2.1710], [-0.0744, 3.9097, 1.0587], [-1.0402, 2.0797, 2.4687], [0.4199, 0.3967, -0.3648], [-0.6551, -3.7974, -0.6037], [0.0205, 1.6244, 0.3142], [0.3488, 2.9542, 0.1447], [0.8084, 3.3869, -0.7871], [-0.6473, -1.5609, -2.5665], [0.9559, -0.1703, -1.4981], [0.4215, -3.9310, 0.8404], [-0.2503, -3.2703, 0.4087], [2.0220, -2.0417, -1.1693], [0.3742, 4.8560, 0.8331], [-0.0506, -0.7292, 0.4927], [-1.1912, -3.0910, 1.0974], [0.2513, -1.8985, -0.0286], [0.9487, -1.6480, -1.3490], [1.5539, 0.1485, -2.3300], [-0.5966, 1.1577, 1.4955], [0.1986, -2.2436, -2.5497], [-0.6265, -0.1662, 1.6491], [-1.2362, 4.1318, 3.0220], [0.8115, -2.0635, -3.5472]],
  "nbo_charge": [0.218, 0.237, -0.175, -0.260, -0.279, 0.014, 0.209, -0.172, -0.153, 0.218, 0.219, -0.215, 0.216, -0.621, 0.236, 0.224, 0.248, 0.225, -0.046, -0.277, 0.217, 0.328, -0.607, -0.437, 0.218, 0.216]
}